ORCA calculation (the ωB97M-V functional and the def2-TZVPD basis) on a cluster of 10 separate species, H20O10 in total.

Atoms and positions in Å:
H1 0.44682 1.35735 0.16474
H2 0.52030 -0.12775 -0.15008
H3 3.12194 4.32661 0.56318
H4 2.23293 5.43135 1.11021
H5 -2.26215 1.56064 2.13633
H6 -3.64383 1.91073 2.66401
H7 -0.62467 4.14837 1.10081
H8 -1.00799 2.93184 1.92735
H9 -1.08341 1.36185 -1.58871
H10 -1.53659 0.19246 -2.44731
H11 2.11888 -4.06319 2.98082
H12 2.79354 -2.81138 2.44431
H13 0.46103 -2.16160 -2.80762
H14 -0.97998 -2.56538 -3.07314
H15 -0.58450 -5.62607 -0.37624
H16 -0.26881 -4.30322 0.30231
H17 2.39628 1.10561 -2.88942
H18 2.83644 2.46421 -3.40953
H19 -2.57569 -2.53455 1.03962
H20 -1.63500 -1.54905 0.36588
O1 0.74320 0.51660 0.53119
O2 2.24618 4.48390 0.93371
O3 -3.01097 1.18554 2.61337
O4 -1.37259 3.57852 1.31264
O5 -1.27405 0.41794 -1.54775
O6 2.53980 -3.70598 2.19074
O7 -0.20617 -2.80874 -2.55257
O8 -0.31564 -4.72004 -0.56547
O9 2.45143 1.62871 -3.69709
O10 -2.52671 -1.62527 0.72371

**HOMO level**: -10.700 eV
**Net charge**: 0
**Lowest unoccupied orbital energy**: -0.09 eV
**HOMO-LUMO gap**: 10.6 eV
**Energy above the lowest of the compared OMol25 structures with the same formula, charge and spin**: 89.05 kcal per mole